# C11H17NO2

A cluster of 2 separate species, C11H17NO2 in total in a non-equilibrium geometry (ωB97M-V/def2-TZVPD, the Open Molecules 2025 dataset).

XYZ file:
```
31
Properties=species:S:1:pos:R:3:forces:R:3
C 2.726997 0.709290 -2.052342 1.5 -2.2 0.2
C 2.933098 -0.440437 -3.082928 -2.5 0.2 1.9
C 2.220552 1.980178 -2.585508 -3.2 3.9 -0.8
O 2.042558 2.424061 -3.722249 1.8 -2.2 -0.5
N 1.572474 2.809210 -1.686326 0.7 -1.1 2.5
H 2.102852 0.281622 -1.218876 0.1 1.0 -0.9
H 3.722909 0.721778 -1.598482 -0.1 1.1 0.2
H 2.165815 -0.366505 -3.834233 0.0 -0.2 -0.5
H 1.186980 3.702456 -1.928117 0.2 -0.1 -0.7
H 1.686775 2.666332 -0.691673 0.0 0.0 -0.1
H 2.679869 -1.258064 -2.402344 0.2 -0.7 -0.8
H 3.895127 -0.593647 -3.466461 1.3 0.2 -0.6
C -2.526767 1.326065 1.183094 2.1 0.6 2.3
C -1.283772 2.217769 0.927412 0.2 1.2 0.1
C -2.018719 -0.081418 1.584295 -1.6 -0.9 -3.6
C -1.604740 -0.562418 2.768962 0.7 0.9 3.4
C -2.095751 -1.081313 0.511577 0.5 2.5 1.3
C -0.842895 -1.760414 2.906920 -1.1 1.6 0.0
C -1.642151 -2.337763 0.731528 -0.6 -0.8 -0.7
C -0.822052 -2.560898 1.839959 0.4 -2.1 -1.9
O 0.003609 -3.672545 1.636199 -0.1 0.9 2.2
H -2.959119 1.761697 2.123749 -0.4 -0.2 -1.2
H -3.068311 1.519335 0.260788 -0.9 -1.1 0.4
H -0.557857 2.059645 1.744865 -0.5 0.8 0.1
H -1.784208 -0.026550 3.751901 0.4 -0.2 -1.4
H -2.399288 -0.581227 -0.396645 -0.7 -1.1 -0.5
H -0.354784 -1.977641 3.821997 0.4 -0.2 0.7
H -1.938195 -3.256112 0.196222 0.7 0.9 -0.5
H 0.540583 -3.646288 2.458827 -0.1 -0.7 -0.8
H -1.640769 3.319686 0.751424 1.0 -1.9 0.6
H -0.675844 1.908916 0.072255 -0.5 0.0 -0.4
```
Positions in Å, forces in eV/Å.

relative energy (zero: lowest compared OMol25 entry of this formula, charge and spin)	230.9	kJ/mol
structure (SMILES)	CCc1ccc(O)cc1.CCC(N)=O

=====

# C11H17OPSi

A cluster of 2 separate species, C11H17OPSi in total in a non-equilibrium geometry (ωB97M-V/def2-TZVPD, the Open Molecules 2025 dataset).

XYZ file:
```
31
Properties=species:S:1:pos:R:3:forces:R:3
C 4.619879 0.783903 0.265618 0.1 -1.4 -0.7
C 4.428613 0.174705 -0.988008 -0.5 0.5 1.5
C 3.585294 1.023790 1.153929 0.2 -0.6 -2.7
C 3.113617 -0.072755 -1.337679 -0.9 -0.2 -1.2
C 2.314009 0.703866 0.797817 0.0 -1.2 -1.1
C 2.057904 0.083428 -0.461022 -1.3 1.2 1.3
C -0.178164 4.271434 -0.882912 1.8 2.2 0.5
C -0.965940 -0.746793 1.695438 -0.6 -0.5 -1.7
C -2.550129 -0.179601 -0.152092 0.2 1.2 -0.8
C -1.287107 -2.317464 -0.282196 1.2 -0.5 1.6
C -1.215628 -0.779408 0.150838 0.8 -2.5 -0.1
O 0.126960 -0.860309 -2.347100 -0.7 -1.9 -2.6
Si 0.221194 -0.119592 -0.984770 -0.1 2.9 4.0
P -1.334961 3.267092 -0.324965 0.1 -0.7 -0.2
H 5.558894 0.874541 0.745113 1.3 0.3 -0.3
H 5.212416 -0.232829 -1.587583 0.6 0.4 -0.4
H 3.921638 1.358716 2.054816 0.1 1.1 2.6
H 2.811371 -0.340012 -2.359390 0.7 -0.4 0.3
H 1.555395 0.793271 1.514786 -1.2 0.3 0.8
H -0.057167 5.385310 -0.615570 -0.9 -1.5 -0.3
H 0.788305 4.038253 -1.349502 -0.5 -0.6 -0.2
H -1.863466 -1.121938 2.251815 0.9 0.2 -0.4
H -0.081429 -1.329213 1.824499 0.5 -0.8 0.8
H -0.709678 0.237553 1.995229 -0.1 1.1 0.5
H -2.683861 -0.093868 -1.258767 -0.3 0.0 0.9
H -2.504001 0.825761 0.291137 -0.7 -0.2 -0.3
H -3.340718 -0.773151 0.314776 -0.1 0.1 -0.1
H -1.787608 -2.567517 -1.192047 0.1 0.6 -1.2
H -0.213607 -2.792446 -0.303995 -2.2 0.5 0.3
H -2.009708 -2.835543 0.404975 1.1 0.2 0.2
H 0.665834 -0.553872 -3.058800 0.4 0.1 -0.8
```
Positions in Å, forces in eV/Å.

relative energy (zero: lowest compared OMol25 entry of this formula, charge and spin)	180.8	kJ/mol